Here is 9 unconnected molecules or ions with the total composition C4H27N2O10S in a non-equilibrium geometry from OMol25. Energies are from wB97M-V/def2-TZVPD.

The geometry in XYZ format:
```
44
Properties=species:S:1:pos:R:3:forces:R:3:lowdin_charge:R:1
S -0.05269 -1.39984 -3.29120 0.137 -0.112 0.040 0.39
O -2.89895 0.19638 1.42148 -0.138 0.042 -0.150 -0.08
O 3.57802 -0.82734 0.35495 -0.100 -0.439 -0.578 0.04
O -3.44697 -0.36027 -1.19286 0.214 -0.074 -0.256 -0.09
O -1.29171 -2.05451 1.67837 -0.211 0.080 -0.001 -0.07
O 1.02791 -2.82298 2.95572 -0.619 -0.418 -0.422 -0.07
O -1.80928 0.94271 -2.92258 0.120 -0.163 -0.305 -0.23
O 1.92704 0.82652 3.07794 -0.604 -0.516 -0.815 -0.11
O -1.68253 3.67682 -1.79399 -0.074 0.220 -0.055 -0.07
O -0.32651 2.40015 2.36833 0.053 0.316 -0.014 -0.07
O 1.37226 -0.96602 0.97807 -0.092 0.182 -0.320 -0.08
N -0.31969 1.09765 -0.14024 -0.405 -0.051 -0.377 0.03
N 2.09855 0.85038 -0.26044 0.159 0.172 -0.204 0.05
C 2.05912 -1.35304 -1.38712 0.153 -0.073 -0.101 -0.17
C 2.26676 -0.56462 -0.09191 0.267 0.191 0.521 -0.58
C 0.65032 -1.90233 -1.66949 -0.154 0.262 -0.451 -0.63
C 0.92571 1.32731 -0.93020 -0.281 -0.226 0.137 -0.24
H -0.35741 2.18633 1.41095 0.056 -0.157 -0.101 0.00
H -0.15271 0.27253 0.42561 -0.023 -0.052 -0.017 0.04
H -1.79867 2.88247 -2.33123 0.077 -0.252 -0.109 -0.01
H 2.25465 1.36252 0.60177 0.091 -0.214 0.097 0.12
H -2.89266 0.16152 -1.84017 -0.266 -0.300 0.224 0.01
H 1.17403 -2.21147 3.67290 0.115 0.358 0.341 0.04
H -1.06741 0.83201 -0.78932 0.215 0.198 0.219 0.05
H 1.57992 -1.83346 1.36039 0.195 -0.235 0.052 0.09
H -2.25956 0.93379 -3.77871 0.058 0.043 0.169 0.05
H 0.66803 -2.98648 -1.67456 0.087 -0.173 0.111 0.04
H -1.08903 0.16222 -3.03922 -0.332 0.279 0.168 -0.13
H -3.19975 -1.28192 -1.35963 0.017 0.239 -0.043 0.06
H 1.63839 0.16166 2.39014 0.364 0.667 0.863 0.00
H 3.74058 -0.35676 1.17124 -0.072 0.382 0.392 0.09
H 0.84366 0.85299 -1.90632 0.000 -0.051 -0.102 0.08
H -1.07878 1.92723 2.72476 -0.223 -0.090 0.284 0.03
H 1.19622 1.47998 3.03599 0.366 -0.214 0.014 0.00
H -1.95131 -1.33176 1.73303 0.040 -0.080 0.106 0.02
H -2.30365 0.93253 1.23081 -0.056 -0.056 -0.046 0.01
H 2.78118 -2.17016 -1.35566 -0.051 -0.066 0.125 0.11
H 2.38472 -0.72614 -2.22174 -0.098 0.022 0.148 0.10
H 0.07500 -2.69888 2.71609 0.543 0.003 0.156 0.02
H -0.63865 -1.68869 1.06988 0.168 -0.113 -0.092 0.00
H 1.02028 2.39454 -1.07055 0.154 0.299 -0.148 0.11
H -3.25170 -0.02991 0.52419 0.141 0.126 0.164 0.02
H -1.34588 3.32716 -0.96677 0.066 -0.047 0.220 0.00
H -0.04680 -1.62087 -0.88871 -0.058 0.092 0.156 0.02
```
Positions in Å, forces in eV/Å.

Values from the calculation:
Energy relative to the best compared isomer or geometry (same formula, charge and spin) ... 28.1 kcal per mole
Kohn-Sham gap ... 7.2520 eV
Charge ... -1
Energy ... -1428.83653 Ha
Lowest unoccupied orbital energy ... 2.8 eV